*1*
# C4H8NO3

2 unconnected molecules or ions with the total composition C4H8NO3 (ωB97M-V/def2-TZVPD, OMol25).

Calculated values
LUMO level = 3.904 eV
orbital gap = 8.487 eV
total charge = -1

Last column: natural (NBO) charge in e.
Geometry (Å):
C  1.00022  -1.00941  -1.40242  -0.716
C  2.12895  -1.03556  -0.39528  0.675
O  3.14465  -1.70444  -0.52814  -0.671
N  1.87300  -0.30880  0.71710  -0.839
H  2.46869  -0.31011  1.53091  0.376
H  1.19643  0.45267  0.74678  0.452
H  0.20281  -0.35165  -1.05298  0.252
H  0.52701  -1.98672  -1.53362  0.219
H  1.37022  -0.64488  -2.35694  0.222
C  -2.38712  0.64786  1.04204  -0.741
C  -1.44171  1.43216  0.08902  0.772
O  -1.94578  1.77060  -0.99970  -0.769
O  -0.26648  1.64136  0.49521  -0.832
H  -3.30524  1.22307  1.08262  0.205
H  -1.94425  0.47538  2.02229  0.194
H  -2.62139  -0.29154  0.54312  0.202



*2*
# C4H8NO3

2 unconnected molecules or ions with the total composition C4H8NO3 (ωB97M-V/def2-TZVPD, OMol25).

Calculated values
LUMO level = 3.547 eV
orbital gap = 7.716 eV
total charge = -1

Last column: natural (NBO) charge in e.
Geometry (Å):
C  0.75001  0.02748  2.18583  -0.747
C  -0.63721  0.74134  2.17449  0.758
O  -0.66194  1.83926  1.56110  -0.812
O  -1.58235  0.14284  2.72689  -0.781
H  1.23692  0.19958  3.15075  0.200
H  1.34546  0.57580  1.45350  0.199
H  0.66964  -1.02431  1.93616  0.193
C  -0.64469  -0.74069  -0.85919  -0.738
C  -0.01988  -0.61461  -2.21049  0.680
O  -0.02950  -1.48969  -3.05668  -0.644
N  0.63226  0.57300  -2.40665  -0.830
H  0.97510  0.78899  -3.33176  0.380
H  0.40850  1.39357  -1.85669  0.403
H  -0.05188  -1.37361  -0.19643  0.245
H  -1.60893  -1.23738  -0.95326  0.231
H  -0.78149  0.19843  -0.31756  0.264



What is the stability order? It is *1*, *2*, from most stable to least stable.